No. 1
This record from the Open Molecules 2025 dataset describes 2 unconnected molecules or ions with the total composition C4H12. The level of theory is ωB97M-V/def2-TZVPD.

Values from the calculation:
<S²>: 0.753
Charge: +1
Energy above the lowest of the compared OMol25 structures with the same formula, charge and spin in kJ/mol: 67.2
Multiplicity: 2

Geometry as XYZ:
```
16
Properties=species:S:1:pos:R:3:nbo_charge:R:1
C -0.383 1.543 0.588 -0.57
C -0.665 2.564 1.609 -0.58
H 0.614 1.668 0.115 0.29
H -0.392 0.500 0.994 0.36
H -1.154 1.433 -0.192 0.30
H -0.855 2.012 2.584 0.37
H -1.576 3.133 1.413 0.29
H 0.162 3.240 1.846 0.28
C 0.498 -1.506 -0.557 -0.57
C 0.605 -2.527 -1.715 -0.58
H -0.320 -1.812 0.121 0.26
H 1.472 -1.528 -0.068 0.23
H 0.110 -0.512 -0.794 0.20
H 0.867 -3.476 -1.310 0.24
H -0.354 -2.552 -2.220 0.22
H 1.371 -2.179 -2.413 0.25
```

No. 2
This record from the Open Molecules 2025 dataset describes C29H31N3O3S in the gas phase. The level of theory is ωB97M-V/def2-TZVPD.

Values from the calculation:
Energy above the lowest of the compared OMol25 structures with the same formula, charge and spin in kJ/mol: 28.2
Multiplicity: 1

Geometry as XYZ:
```
67
Properties=species:S:1:pos:R:3:nbo_charge:R:1
C 3.118 4.425 0.720 -0.42
N 2.877 3.019 0.500 -0.45
C 3.893 2.145 0.232 0.69
O 5.074 2.450 0.084 -0.61
C 3.271 0.745 0.144 -0.10
C 3.772 -0.155 1.277 -0.42
C 5.257 -0.439 1.164 -0.04
C 6.120 -0.140 2.223 -0.20
C 7.502 -0.257 2.058 -0.20
C 8.023 -0.717 0.841 -0.22
C 7.158 -1.081 -0.197 -0.22
C 5.775 -0.965 -0.025 -0.16
N 1.844 1.046 0.178 -0.45
C 0.888 0.065 0.069 0.05
C -0.431 0.279 0.255 -0.34
C -1.450 -0.834 0.280 -0.43
C -2.916 -0.410 0.449 0.05
C -3.854 -1.372 0.815 -0.22
C -5.198 -1.047 0.954 -0.20
C -5.593 0.297 0.927 -0.02
C -7.017 0.679 1.173 -0.63
C -4.644 1.275 0.637 -0.21
C -3.321 0.926 0.349 -0.22
C 1.534 2.445 0.501 0.34
C 0.911 2.582 1.896 -0.64
C 0.677 3.138 -0.573 -0.64
H 4.194 4.612 0.704 0.25
H 2.631 5.022 -0.061 0.20
H 2.705 4.726 1.691 0.20
H 3.521 0.298 -0.835 0.21
H 3.553 0.345 2.236 0.21
H 3.203 -1.097 1.248 0.22
H 5.692 0.226 3.160 0.21
H 8.169 0.021 2.876 0.21
H 9.103 -0.794 0.704 0.21
H 7.551 -1.448 -1.148 0.21
H 5.087 -1.246 -0.826 0.19
H 1.301 -0.921 -0.180 0.21
H -0.789 1.263 0.531 0.20
H -1.222 -1.487 1.146 0.22
H -3.524 -2.393 1.002 0.21
H -5.949 -1.821 1.124 0.21
H -7.088 1.759 1.325 0.21
H -7.636 0.410 0.306 0.22
H -7.442 0.175 2.048 0.22
H -4.951 2.322 0.640 0.21
H -2.612 1.697 0.060 0.21
H 1.624 2.232 2.654 0.22
H 0.649 3.630 2.076 0.21
H 0.007 1.984 1.999 0.23
H 1.247 3.193 -1.512 0.23
H -0.255 2.603 -0.766 0.23
H 0.438 4.153 -0.233 0.21
S -0.983 -1.921 -0.989 0.27
C -2.375 -2.577 -1.798 -0.16
C -3.156 -3.606 -1.222 -0.21
C -4.241 -4.131 -1.905 -0.19
C -4.464 -3.749 -3.240 0.08
N -5.483 -4.413 -3.980 0.48
O -5.626 -4.153 -5.198 -0.37
O -6.200 -5.249 -3.381 -0.38
C -3.655 -2.777 -3.860 -0.18
C -2.628 -2.190 -3.138 -0.21
H -2.908 -3.973 -0.232 0.22
H -4.917 -4.858 -1.459 0.25
H -3.859 -2.519 -4.899 0.25
H -1.984 -1.444 -3.600 0.24
```

No. 3
This record from the Open Molecules 2025 dataset describes a molecular structure, C33H33As2Br2NOPtS. The level of theory is ωB97M-V/def2-TZVPD.

Values from the calculation:
Energy above the lowest of the compared OMol25 structures with the same formula, charge and spin in kJ/mol: 24.1
Multiplicity: 1

Geometry as XYZ:
```
74
Properties=species:S:1:pos:R:3:mulliken_charge:R:1
Pt -0.125 1.176 0.369 2.70
S 0.029 0.940 2.639 -0.67
C -1.278 -0.112 3.204 1.12
C -1.533 -0.099 4.579 -0.79
C -2.517 -0.905 5.123 -0.66
C -3.269 -1.747 4.312 -0.82
C -3.016 -1.775 2.950 -0.40
C -2.024 -0.970 2.399 -0.36
As -1.609 -0.944 0.520 0.04
C -0.017 -2.097 0.541 0.64
C 0.448 -2.710 1.697 -0.52
C 1.575 -3.527 1.655 -0.63
C 2.251 -3.729 0.462 -0.67
C 1.787 -3.123 -0.702 -0.88
C 0.655 -2.322 -0.659 -0.32
C -2.830 -2.269 -0.211 -0.03
C -4.138 -1.855 -0.465 -0.33
C -5.075 -2.751 -0.956 -0.70
C -4.707 -4.066 -1.209 -0.44
C -3.405 -4.479 -0.969 -0.82
C -2.464 -3.585 -0.473 -0.09
H -0.956 0.566 5.211 0.46
H -2.707 -0.867 6.189 0.36
H -4.042 -2.375 4.735 0.40
H -3.589 -2.438 2.313 0.40
H -0.062 -2.544 2.638 0.37
H 1.918 -4.012 2.560 0.39
H 3.128 -4.363 0.432 0.38
H 2.302 -3.285 -1.642 0.44
H 0.265 -1.894 -1.574 0.72
H -4.426 -0.828 -0.272 0.42
H -6.090 -2.424 -1.142 0.40
H -5.436 -4.768 -1.594 0.38
H -3.117 -5.504 -1.165 0.40
H -1.454 -3.922 -0.284 0.35
Br -3.549 5.316 -0.121 -0.16
C -2.690 4.265 -1.428 -0.24
C -2.933 4.521 -2.778 -0.26
C -2.320 3.789 -3.761 -0.08
Br -2.700 4.181 -5.576 -0.25
C -1.425 2.753 -3.426 0.81
C -0.748 1.941 -4.363 -0.83
C 0.098 0.963 -3.934 -1.60
C 0.289 0.777 -2.559 -0.12
N -0.329 1.507 -1.654 -0.26
C -1.188 2.500 -2.052 -0.02
C -1.821 3.254 -0.992 0.82
O -1.559 2.981 0.216 -0.90
H -3.621 5.311 -3.046 0.43
H -0.914 2.105 -5.419 0.34
H 0.625 0.329 -4.634 0.52
H 0.968 0.027 -2.188 0.64
C 3.227 2.248 -2.201 -1.34
C 3.352 1.085 -1.214 -0.75
As 2.258 1.324 0.372 0.01
C 2.890 3.015 1.081 -0.77
C 4.401 3.131 1.240 -1.07
C 3.007 0.012 1.611 0.27
C 4.395 -0.537 1.293 -1.47
H 3.792 2.045 -3.112 0.41
H 3.620 3.169 -1.768 0.32
H 2.196 2.441 -2.484 0.26
H 4.381 0.987 -0.874 0.66
H 3.062 0.134 -1.664 0.46
H 2.381 3.123 2.040 0.45
H 2.496 3.800 0.434 0.48
H 4.793 2.366 1.910 0.21
H 4.660 4.102 1.664 0.41
H 4.921 3.043 0.284 0.27
H 2.280 -0.797 1.640 -0.51
H 2.977 0.481 2.595 0.62
H 4.436 -0.977 0.295 0.30
H 4.644 -1.328 2.003 0.45
H 5.176 0.221 1.359 0.28
```

No. 4
This record from the Open Molecules 2025 dataset describes 2 unconnected molecules or ions with the total composition C5H12N3. The level of theory is ωB97M-V/def2-TZVPD.

Values from the calculation:
Charge: +1
Energy above the lowest of the compared OMol25 structures with the same formula, charge and spin in kJ/mol: 364.7
Multiplicity: 1

Geometry as XYZ:
```
20
Properties=species:S:1:pos:R:3:nbo_charge:R:1
C 1.500 -0.177 -0.656 -0.09
C 1.743 1.144 -0.576 -0.25
C 2.139 -2.131 -2.006 0.09
N 2.253 -0.879 -1.635 -0.39
H 0.836 -0.843 -0.119 0.23
H 2.497 1.623 -1.233 0.22
H 1.235 1.748 0.118 0.26
H 2.812 -2.446 -2.804 0.24
H 1.375 -2.751 -1.573 0.23
H 2.939 -0.338 -2.120 0.44
C -3.320 0.626 0.996 -0.41
N -2.082 0.936 1.685 -0.58
C -0.887 0.526 1.179 0.32
N 0.185 0.369 1.905 -0.80
H -4.082 1.391 1.267 0.22
H -3.119 0.645 -0.046 0.20
H -3.722 -0.359 1.256 0.20
H -2.085 1.007 2.693 0.41
H -0.915 0.380 0.053 0.12
H 0.697 -0.472 1.616 0.34
```

No. 5
This record from the Open Molecules 2025 dataset describes 2 unconnected molecules or ions with the total composition C9H21Br2FNOP2S2. The level of theory is ωB97M-V/def2-TZVPD.

Values from the calculation:
Charge: -1
Multiplicity: 1

Geometry as XYZ:
```
39
Properties=species:S:1:pos:R:3:nbo_charge:R:1
C 3.135 -0.256 0.809 -0.68
C 3.550 -0.624 -0.596 0.35
N 4.639 -0.125 -1.036 -0.67
C 2.667 -1.584 -1.344 -0.82
P 1.230 -0.953 -2.474 1.13
F 0.038 -0.545 -3.583 -0.64
S 1.493 1.221 -2.018 -0.40
P 2.640 -0.754 -4.308 0.50
S 2.586 0.869 -5.423 -0.67
C -0.071 -1.144 -1.056 -0.57
Br -0.345 -3.027 -0.618 -0.03
C -1.412 -0.427 -1.273 -0.26
C -2.106 -0.149 0.061 -0.63
Br -2.701 -1.417 -2.359 -0.03
H 2.441 0.581 0.766 0.23
H 2.688 -1.103 1.323 0.20
H 4.029 0.044 1.350 0.22
H 4.806 -0.451 -1.989 0.32
H 2.241 -2.265 -0.610 0.23
H 3.329 -2.194 -1.961 0.22
H 1.052 -2.319 -2.873 -0.14
H 0.495 1.438 -1.155 0.11
H 3.961 -1.108 -3.951 -0.06
H 2.236 -1.852 -5.091 -0.03
H 0.364 -0.675 -0.177 0.22
H -1.235 0.518 -1.768 0.24
H -1.467 0.429 0.722 0.21
H -3.025 0.395 -0.127 0.22
H -2.384 -1.090 0.530 0.21
C -2.799 2.956 4.048 -0.72
C -3.426 1.740 3.406 0.59
O -3.305 1.512 2.229 -0.53
C -4.208 0.818 4.314 -0.72
H -2.267 3.530 3.293 0.24
H -3.571 3.582 4.499 0.22
H -2.098 2.651 4.827 0.23
H -5.035 1.360 4.775 0.22
H -3.561 0.431 5.103 0.23
H -4.601 -0.012 3.733 0.24
```

No. 6
This record from the Open Molecules 2025 dataset describes 2 unconnected molecules or ions with the total composition C12H17NO8. The level of theory is ωB97M-V/def2-TZVPD.

Values from the calculation:
Multiplicity: 1

Geometry as XYZ:
```
38
Properties=species:S:1:pos:R:3:nbo_charge:R:1
N 3.879 -0.087 -1.789 -0.84
C 2.467 -0.469 -1.809 -0.12
C 2.270 -1.880 -2.373 -0.10
O 2.331 -2.910 -1.394 -0.27
O 1.172 -2.793 -0.552 -0.46
C 1.650 0.594 -2.576 -0.06
O 0.321 0.249 -2.884 -0.54
C -0.496 0.086 -1.732 -0.08
C -1.966 0.235 -2.153 -0.54
C -2.672 -1.092 -2.284 0.45
O -2.569 -1.970 -1.463 -0.52
H 4.163 0.335 -0.919 0.37
H 4.132 0.522 -2.555 0.36
H 2.116 -0.458 -0.770 0.20
H 3.124 -2.105 -3.023 0.21
H 1.347 -1.969 -2.954 0.19
H 1.555 -2.448 0.269 0.46
H 2.150 0.818 -3.528 0.18
H 1.672 1.519 -1.974 0.17
H -0.230 0.846 -0.987 0.17
H -0.335 -0.900 -1.285 0.21
H -2.007 0.787 -3.095 0.23
H -2.508 0.811 -1.394 0.24
H -3.315 -1.236 -3.172 0.11
C -0.272 1.832 2.738 -0.40
C -1.030 2.286 3.747 0.34
C -2.097 1.437 4.398 0.47
O -2.716 1.949 5.313 -0.54
C -2.323 0.099 3.895 -0.40
C -1.573 -0.354 2.879 0.33
C -0.480 0.483 2.256 0.48
O 0.174 -0.033 1.366 -0.56
O -1.725 -1.552 2.340 -0.62
O -0.916 3.497 4.268 -0.62
H 0.501 2.429 2.275 0.24
H -3.104 -0.493 4.350 0.25
H -1.108 -1.612 1.586 0.51
H -1.580 3.546 4.984 0.51
```

So what do the calculations give for energy? Going down the list: -159.14424, -1911.73509, -11544.41151, -361.62920, -7212.55381, -1123.99578 hartree.